{"formula": "C42H119N7O14", "method": "wB97M-V/def2-TZVPD", "relative_energy_kcal_mol": 137.6, "homo_energy_ev": -9.10, "orbital_gap_ev": 9.4, "lumo_ha": 0.01036, "charge": 0, "elements": ["C", "C", "O", "H", "H", "H", "H", "H", "H", "C", "C", "O", "H", "H", "H", "H", "H", "H", "C", "C", "O", "H", "H", "H", "H", "H", "H", "C", "C", "O", "H", "H", "H", "H", "H", "H", "C", "C", "O", "H", "H", "H", "H", "H", "H", "C", "C", "O", "H", "H", "H", "H", "H", "H", "C", "C", "O", "H", "H", "H", "H", "H", "H", "C", "C", "C", "O", "C", "N", "H", "H", "H", "H", "H", "H", "H", "H", "H", "H", "H", "C", "C", "C", "O", "C", "N", "H", "H", "H", "H", "H", "H", "H", "H", "H", "H", "H", "C", "C", "C", "O", "C", "N", "H", "H", "H", "H", "H", "H", "H", "H", "H", "H", "H", "C", "C", "C", "O", "C", "N", "H", "H", "H", "H", "H", "H", "H", "H", "H", "H", "H", "C", "C", "C", "O", "C", "N", "H", "H", "H", "H", "H", "H", "H", "H", "H", "H", "H", "C", "C", "C", "O", "C", "N", "H", "H", "H", "H", "H", "H", "H", "H", "H", "H", "H", "C", "C", "C", "O", "C", "N", "H", "H", "H", "H", "H", "H", "H", "H", "H", "H", "H"], "coordinates": [[14.964, -1.439, 2.861], [15.457, -2.707, 2.098], [16.780, -2.978, 2.388], [15.170, -1.482, 3.931], [13.884, -1.441, 2.714], [15.309, -0.475, 2.486], [15.385, -2.567, 1.020], [14.832, -3.547, 2.400], [16.921, -3.889, 2.120], [11.059, 8.560, -0.495], [9.747, 8.069, -0.052], [9.469, 6.832, -0.647], [11.783, 7.886, -0.038], [11.123, 9.577, -0.108], [11.133, 8.580, -1.582], [9.026, 8.846, -0.307], [9.752, 7.879, 1.021], [8.541, 6.650, -0.482], [16.790, 4.498, 5.342], [15.786, 5.396, 4.548], [14.573, 5.274, 5.189], [16.352, 3.512, 5.191], [16.901, 4.590, 6.423], [17.788, 4.686, 4.948], [15.767, 4.987, 3.537], [16.161, 6.420, 4.534], [14.274, 4.364, 5.129], [10.595, -4.963, 8.483], [10.963, -3.607, 7.868], [10.070, -3.177, 6.878], [10.381, -5.635, 7.652], [9.643, -4.832, 8.999], [11.366, -5.345, 9.152], [11.955, -3.592, 7.416], [11.054, -2.900, 8.692], [10.097, -2.224, 6.993], [12.716, 6.094, -4.758], [11.574, 5.205, -4.241], [11.847, 4.835, -2.891], [13.654, 5.540, -4.767], [12.811, 6.953, -4.093], [12.474, 6.366, -5.785], [11.369, 4.379, -4.922], [10.692, 5.834, -4.121], [11.235, 5.374, -2.385], [7.856, 3.438, 11.027], [9.355, 3.567, 11.097], [9.926, 2.312, 11.378], [7.533, 2.709, 10.284], [7.517, 4.468, 10.919], [7.478, 3.083, 11.986], [9.694, 4.218, 11.903], [9.700, 3.911, 10.122], [10.148, 2.354, 12.310], [15.596, 4.305, 10.334], [14.427, 5.209, 10.004], [13.941, 5.682, 11.280], [16.533, 4.812, 10.563], [15.898, 3.656, 9.512], [15.280, 3.661, 11.155], [13.700, 4.605, 9.460], [14.787, 5.969, 9.310], [14.704, 6.088, 11.696], [12.733, 0.877, 6.745], [11.330, 1.510, 6.399], [11.022, 1.575, 4.862], [11.978, 2.459, 4.269], [11.701, 2.755, 2.901], [10.337, 0.827, 7.121], [12.785, -0.131, 6.333], [13.000, 0.860, 7.801], [13.528, 1.402, 6.215], [11.302, 2.559, 6.695], [9.996, 1.881, 4.657], [11.072, 0.575, 4.432], [12.056, 1.910, 2.312], [12.200, 3.635, 2.494], [10.657, 2.967, 2.667], [10.461, 1.165, 8.064], [9.516, 1.364, 6.883], [11.104, -3.936, -3.066], [9.898, -2.981, -3.262], [10.240, -1.894, -4.314], [11.517, -1.164, -4.059], [11.305, -0.244, -2.953], [8.748, -3.836, -3.601], [10.775, -4.859, -2.588], [11.922, -3.461, -2.524], [11.603, -4.186, -4.002], [9.705, -2.492, -2.307], [9.401, -1.252, -4.587], [10.372, -2.487, -5.219], [12.047, 0.555, -2.939], [11.424, -0.717, -1.979], [10.351, 0.280, -3.015], [9.047, -4.421, -4.368], [8.829, -4.479, -2.826], [15.357, 1.292, 15.159], [13.817, 1.410, 14.995], [13.178, 0.068, 15.148], [13.657, -0.789, 14.118], [13.084, -0.552, 12.834], [13.367, 2.369, 15.991], [15.650, 0.470, 14.505], [15.633, 0.926, 16.148], [15.893, 2.223, 14.978], [13.630, 1.911, 14.046], [12.093, 0.152, 15.086], [13.418, -0.320, 16.138], [12.047, -0.858, 12.695], [13.611, -1.210, 12.144], [13.301, 0.465, 12.507], [13.866, 3.247, 15.976], [12.388, 2.526, 15.799], [10.134, -4.464, 1.831], [9.243, -5.558, 2.423], [9.072, -6.753, 1.379], [8.395, -6.236, 0.208], [7.017, -6.109, 0.335], [9.849, -5.948, 3.699], [10.152, -3.614, 2.513], [9.791, -4.156, 0.844], [11.134, -4.861, 1.656], [8.238, -5.194, 2.634], [8.450, -7.527, 1.829], [10.002, -7.163, 0.987], [6.709, -5.516, -0.526], [6.576, -5.575, 1.177], [6.503, -7.070, 0.310], [9.206, -6.595, 4.131], [9.733, -5.148, 4.304], [4.476, -0.138, 4.433], [5.919, -0.289, 4.729], [6.795, -0.790, 3.560], [6.829, 0.211, 2.526], [7.736, -0.266, 1.510], [6.415, 0.979, 5.331], [3.761, 0.117, 5.215], [4.086, -1.097, 4.090], [4.265, 0.557, 3.621], [5.997, -1.060, 5.495], [6.425, -1.747, 3.192], [7.816, -0.957, 3.905], [7.878, 0.490, 0.738], [7.439, -1.216, 1.065], [8.705, -0.376, 1.997], [5.635, 1.225, 5.924], [6.399, 1.751, 4.680], [16.277, -4.793, 8.633], [16.506, -3.626, 7.690], [17.301, -2.517, 8.473], [17.561, -1.402, 7.561], [18.298, -0.360, 8.132], [17.161, -4.154, 6.509], [17.243, -5.207, 8.920], [15.703, -5.600, 8.177], [15.687, -4.409, 9.466], [15.542, -3.221, 7.382], [18.266, -2.898, 8.807], [16.774, -2.113, 9.337], [18.359, 0.482, 7.442], [19.340, -0.635, 8.297], [17.846, 0.010, 9.052], [17.360, -3.456, 5.807], [18.078, -4.544, 6.677], [4.258, 5.492, 2.606], [5.683, 5.625, 2.247], [6.612, 4.826, 3.139], [6.521, 5.249, 4.526], [7.481, 6.224, 4.812], [5.814, 5.382, 0.840], [4.013, 4.431, 2.557], [3.606, 6.051, 1.934], [3.973, 5.894, 3.578], [5.959, 6.675, 2.337], [7.625, 4.787, 2.739], [6.237, 3.805, 3.070], [8.399, 5.715, 5.107], [7.021, 6.753, 5.646], [7.764, 6.863, 3.975], [5.269, 4.549, 0.668], [5.270, 6.088, 0.364]], "mulliken_charge": [-0.88, -0.24, -0.52, 0.22, 0.26, 0.33, 0.27, 0.26, 0.31, -1.13, -0.10, -0.49, 0.29, 0.36, 0.25, 0.33, 0.23, 0.26, -0.91, -0.23, -0.46, 0.26, 0.19, 0.33, 0.23, 0.33, 0.26, -1.13, -0.14, -0.47, 0.26, 0.30, 0.35, 0.23, 0.32, 0.25, -0.87, -0.25, -0.50, 0.27, 0.20, 0.32, 0.26, 0.25, 0.29, -0.98, -0.27, -0.44, 0.28, 0.34, 0.27, 0.36, 0.19, 0.26, -1.10, -0.05, -0.51, 0.37, 0.34, 0.26, 0.18, 0.22, 0.30, -1.49, 0.55, -0.58, -0.15, -0.79, -0.57, 0.33, 0.40, 0.25, 0.22, 0.27, 0.30, 0.33, 0.26, 0.21, 0.21, 0.26, -1.34, 0.56, -0.89, -0.37, -0.71, -0.72, 0.43, 0.29, 0.37, 0.22, 0.41, 0.38, 0.32, 0.23, 0.31, 0.32, 0.20, -1.55, 0.64, -0.60, -0.35, -0.62, -0.75, 0.34, 0.39, 0.39, 0.19, 0.31, 0.33, 0.29, 0.21, 0.26, 0.27, 0.23, -1.31, 0.65, -0.67, -0.23, -0.80, -0.79, 0.36, 0.21, 0.35, 0.19, 0.34, 0.27, 0.27, 0.31, 0.31, 0.29, 0.23, -1.49, 0.45, -0.79, -0.26, -0.74, -0.55, 0.44, 0.36, 0.29, 0.25, 0.36, 0.41, 0.28, 0.31, 0.28, 0.27, 0.17, -1.47, 0.44, -0.71, -0.22, -0.79, -0.67, 0.37, 0.36, 0.36, 0.28, 0.32, 0.38, 0.24, 0.31, 0.30, 0.26, 0.24, -1.53, 0.67, -0.61, -0.37, -0.59, -0.64, 0.34, 0.44, 0.31, 0.26, 0.35, 0.09, 0.19, 0.25, 0.29, 0.28, 0.29]}